Below is a structure of composition C23H44AlBr2O8P2 in a non-equilibrium geometry, with properties calculated with ωB97M-V/def2-TZVPD.

Each line ends with the Mulliken charge.
Positions of all 80 atoms, in Å:
Br 1.93 -4.60 -2.67  -0.24
Br 4.56 -0.51 -3.69  -0.22
P 0.98 -1.20 4.76  0.96
P -1.10 4.94 -1.57  0.88
Al 1.44 -1.01 -2.48  0.15
O -1.80 5.62 -2.77  -0.72
O 0.91 -2.22 3.46  -0.38
O -0.31 4.18 -0.23  -0.11
O -2.43 4.99 -0.58  -0.29
O 0.60 -2.60 5.69  -0.24
O -0.65 -0.87 4.85  -0.34
O -1.31 3.40 -2.14  -0.31
O 1.32 0.06 3.92  -0.67
C -4.51 5.36 -1.79  -1.02
C -2.43 -1.16 -3.31  -0.17
C 0.95 2.85 -2.85  -1.08
C -1.39 0.75 3.19  -0.92
C -3.60 -3.66 -4.28  -0.55
C 2.55 -2.71 -2.91  0.29
C -1.43 -2.05 -2.38  0.22
C -1.12 0.46 4.66  -0.39
C -3.52 -2.00 -4.25  -0.38
C 5.02 -3.59 -3.88  -0.89
C -1.53 -3.68 -2.37  -0.37
C -3.47 5.92 -0.83  -0.35
C 2.13 -2.60 2.84  -0.18
C -2.52 -6.18 -3.23  -0.81
C 1.41 -2.85 6.83  -0.17
C -2.60 -4.54 -3.33  0.30
C -0.51 2.96 -3.22  0.00
C 1.64 -1.63 7.70  -1.15
C 1.00 6.21 0.24  -1.18
C 0.96 4.69 0.14  -0.18
C 2.98 -3.47 3.75  -1.09
C 3.95 -2.44 -3.44  0.01
C -0.26 -1.38 -1.39  -0.32
H -0.41 1.18 5.08  0.30
H -0.65 3.63 -4.08  0.22
H -2.39 0.03 -3.33  0.13
H 1.38 3.85 -2.71  0.36
H 3.82 -3.91 3.20  0.46
H 1.87 -3.18 1.94  0.29
H -0.61 0.37 2.53  0.26
H -2.71 -6.56 -2.12  0.23
H 0.69 -1.24 8.07  0.28
H 3.39 -2.87 4.56  0.21
H -0.70 -0.31 -1.08  0.11
H -4.06 4.83 -2.64  0.28
H -1.39 -6.47 -3.46  0.19
H 1.08 -0.31 -3.89  -0.26
H 2.42 -0.07 -1.62  -0.31
H 1.71 4.34 -0.57  0.24
H 2.39 -4.27 4.20  0.25
H 0.92 -3.63 7.42  0.33
H -5.16 6.15 -2.17  0.32
H -3.06 6.87 -1.20  0.31
H 1.08 2.31 -1.90  0.16
H 2.27 -1.89 8.56  0.38
H 0.76 6.68 -0.71  0.35
H 1.22 4.26 1.11  0.31
H 2.00 6.54 0.54  0.39
H 5.99 -3.53 -3.21  0.23
H -4.30 -1.44 -4.96  0.21
H 5.34 -3.34 -5.00  0.24
H -0.82 -4.29 -1.67  0.30
H -5.13 4.62 -1.27  0.29
H -2.05 0.58 5.22  0.35
H 2.37 -3.26 6.50  0.21
H -0.10 -2.03 -0.42  0.18
H -1.51 1.82 3.01  0.31
H -4.38 -4.22 -4.98  0.20
H -2.32 0.25 2.88  0.29
H -0.88 1.97 -3.52  0.07
H -3.96 6.15 0.12  0.35
H -3.17 -6.75 -4.02  0.28
H 2.14 -0.83 7.15  0.37
H 0.28 6.57 0.98  0.28
H 1.52 2.34 -3.63  0.40
H 2.68 -1.72 2.51  0.26
H 4.62 -4.69 -3.84  0.28

Properties
E_LUMO = 0.000 hartree
DFT total energy = -7577.4379 hartree
HOMO level = -4.642 eV
Total charge = -1
Maximum force = 0.19350 hartree/bohr
HOMO-LUMO gap = 4.65 eV

Below is a cluster of 9 separate species, C23H44Cl18FNOP in total in a non-equilibrium geometry, with properties calculated with ωB97M-V/def2-TZVPD.

Each line ends with the Mulliken charge.
Positions of all 89 atoms, in Å:
Cl -8.39 0.90 -3.11  -0.18
Cl -9.32 0.28 0.12  -0.14
Cl 7.55 -4.06 -2.04  -0.21
Cl -0.86 -4.21 -4.07  -0.18
Cl 3.58 0.95 -1.38  -0.20
Cl -0.48 7.29 2.84  -0.19
Cl 2.32 -5.72 -6.45  -0.18
Cl 7.82 0.75 -0.22  -0.19
Cl -5.88 3.76 3.03  -0.07
Cl 0.32 1.65 -0.62  -0.30
Cl 5.21 -2.76 0.08  -0.11
Cl 1.36 -2.75 -1.92  -0.16
Cl 3.02 -4.70 2.80  -0.17
Cl 0.32 5.33 5.53  -0.17
Cl 11.08 0.06 -0.98  -0.19
Cl 3.28 -6.01 -3.18  -0.13
Cl -5.15 0.84 0.71  -0.07
Cl 6.28 -5.40 2.04  -0.14
P -4.87 3.83 -0.34  0.45
F -2.98 2.44 2.52  -0.33
O -5.88 5.26 -0.61  -0.32
N -5.45 6.75 1.69  -0.34
C -1.27 7.29 4.44  -0.45
C 5.65 -2.15 -1.54  -0.03
C 2.72 0.55 0.13  -0.38
C 5.42 -5.80 3.55  -0.48
C -7.93 -0.50 -2.11  -0.32
C 3.96 -6.13 3.31  -0.43
C -0.29 7.01 5.57  -0.41
C 0.55 -1.98 -3.31  -0.56
C 2.20 -7.17 -5.42  -0.42
C -3.34 4.24 0.72  -0.47
C -8.25 3.78 1.27  -0.91
C 1.91 -6.82 -3.97  -0.11
C 1.26 0.22 -0.11  0.59
C -6.88 2.93 1.70  -0.19
C -0.86 -2.52 -3.52  -0.45
C -0.91 3.49 1.53  -0.76
C -6.01 2.47 0.38  -0.06
C 10.22 -0.34 0.53  -0.44
C 8.76 -0.68 0.29  -0.29
C -9.04 -0.92 -1.16  -0.47
C -5.79 6.17 0.56  0.49
C -2.46 2.95 1.21  0.29
C 6.02 -3.28 -2.49  -0.03
H -2.61 4.88 0.01  0.39
H 3.13 -7.73 -5.52  0.33
H 5.24 -4.04 -2.53  -0.09
H -3.54 4.92 1.65  0.27
H -6.82 2.23 -0.47  0.18
H -0.98 4.54 2.08  0.01
H -7.70 -1.32 -2.80  0.35
H 0.80 -0.14 0.82  0.35
H 1.03 -6.17 -3.88  -0.11
H 5.54 -4.95 4.24  0.31
H 5.93 -6.66 3.99  0.31
H -1.45 -2.46 -2.60  0.29
H 1.18 -2.14 -4.20  0.39
H -1.36 -1.93 -4.29  0.35
H -9.21 3.10 1.45  0.26
H 0.52 -0.91 -3.10  0.28
H 10.73 -1.21 0.97  0.32
H -7.01 -0.25 -1.57  0.12
H 2.84 1.40 0.82  0.39
H -8.76 -1.86 -0.66  0.31
H 4.78 -1.61 -1.92  0.11
H -1.71 8.28 4.58  0.36
H 10.34 0.50 1.22  0.33
H -0.30 3.61 0.53  0.32
H -9.98 -1.08 -1.69  0.36
H -2.48 2.06 0.46  0.31
H 1.14 -0.55 -0.87  -0.64
H 3.84 -6.90 2.55  0.31
H 8.64 -1.45 -0.47  0.19
H 8.30 -1.04 1.22  0.29
H -8.28 4.02 0.10  0.26
H 0.58 7.68 5.53  0.31
H -4.43 3.40 -1.66  0.24
H 6.47 -1.44 -1.42  0.03
H -7.30 1.92 2.18  0.45
H -0.42 2.70 2.28  0.27
H 6.16 -2.88 -3.50  0.35
H -8.30 4.80 1.88  0.32
H 1.38 -7.77 -5.83  0.30
H 1.71 -7.73 -3.40  0.31
H 3.23 -0.31 0.57  0.17
H 3.50 -6.49 4.24  0.30
H -0.78 7.14 6.53  0.30
H -2.08 6.55 4.42  0.26

Properties
E_LUMO = -0.182 hartree
DFT total energy = -9756.9989 hartree
HOMO level = -11.567 eV
Total charge = +1
Maximum force = 0.23456 hartree/bohr
HOMO-LUMO gap = 6.61 eV